[1]
Molecular formula: C35H101N7O13
Method: DFT, ωB97M-V with the def2-TZVPD basis set

```
156
Properties=species:S:1:pos:R:3:mulliken_charge:R:1
H -16.9227 -31.7279 -1.6772 0.30
H -25.2526 -27.9122 -3.2974 0.29
H -16.0316 -28.4227 -3.7893 0.20
O -19.5632 -32.5759 1.2381 -0.48
N -24.6387 -18.7687 -6.3381 -0.73
H -21.8443 -21.9827 0.7996 -0.01
H -27.3592 -24.2679 0.3976 0.21
H -24.1045 -24.1808 1.3972 0.16
H -20.7859 -25.5172 7.9858 0.40
H -19.4067 -24.4634 8.0988 0.44
H -18.0192 -28.3499 -7.1039 0.37
H -20.7062 -31.8982 -1.2188 0.21
H -17.8433 -26.1366 3.8734 0.16
C -28.6642 -22.0890 1.4212 -1.51
O -19.1996 -26.8366 -1.5481 0.69
H -24.2147 -29.0395 0.9813 0.33
C -18.7509 -25.8617 3.3361 -0.36
H -18.2713 -30.9568 -3.7139 -0.06
N -16.9431 -28.7439 -4.0827 0.04
H -21.3266 -24.5461 0.9914 -0.36
C -21.5070 -22.1034 -4.3753 -0.72
H -26.2081 -27.5607 -1.2430 0.31
H -22.2964 -31.6775 -0.3412 0.41
H -17.1788 -33.3429 -2.1984 0.39
H -18.5261 -26.8644 -3.8721 -0.13
C -17.5576 -32.3291 -2.3281 -0.73
C -17.4932 -23.1020 0.0494 -0.71
C -17.1686 -28.6412 -6.4876 -1.25
H -21.8490 -29.5390 2.1484 0.27
H -21.2304 -27.5593 3.5612 0.30
H -18.1522 -32.5748 -4.4369 0.36
C -25.0103 -24.4352 1.9476 -0.81
C -18.7479 -27.3485 -4.8232 -0.26
H -15.7765 -32.4127 -4.5468 0.32
H -17.3693 -22.8323 1.0982 0.31
C -22.2929 -28.5442 2.1868 0.95
C -19.6991 -25.4954 7.9049 -1.68
C -22.7292 -20.3326 -5.4479 -0.67
H -21.1795 -26.4969 -5.1755 0.28
H -16.1966 -28.2675 -6.8094 0.29
H -25.1908 -18.3614 -3.9555 0.36
H -28.6572 -22.5051 -1.0838 0.26
H -20.2390 -24.3713 -1.8144 0.07
H -19.4412 -22.6546 -0.4367 -0.75
H -26.6176 -21.3872 0.6706 0.05
C -24.1294 -20.6860 -0.6412 -1.63
C -23.8471 -28.4930 1.8498 -0.90
C -20.7309 -25.1258 0.2863 0.75
H -20.9350 -26.0972 0.7365 -0.51
C -20.4250 -21.7756 2.7049 -0.12
H -17.3947 -20.7000 -0.2951 0.39
H -18.8215 -24.8166 3.0346 0.12
O -22.1489 -27.7143 3.3290 -0.45
O -16.3178 -31.6463 -4.3438 -0.63
C -20.8270 -32.7563 0.8748 -0.50
H -19.3344 -28.7984 -0.6695 -0.02
H -25.3138 -20.0777 -4.4028 0.33
H -26.7978 -26.3366 -2.2308 0.39
H -20.9039 -30.7615 0.1137 -0.08
H -17.4221 -25.8143 7.3581 0.29
C -27.3775 -22.1579 0.5414 0.99
H -19.7053 -24.8652 0.5478 -0.71
H -24.8303 -24.6692 2.9969 0.49
H -20.8948 -25.0996 -6.1995 0.33
H -19.3476 -26.0575 8.7701 0.39
H -24.0099 -19.6465 -3.2659 -0.08
H -17.8945 -28.3933 -1.5100 0.33
H -22.3304 -24.4283 -2.6599 0.32
H -16.8790 -29.7356 -4.2631 -0.22
H -21.2762 -22.6195 4.3228 0.41
H -24.9729 -26.1612 -3.5685 0.32
H -20.8726 -26.7606 -2.7660 0.68
H -16.6134 -27.1460 -5.1350 0.36
H -18.8467 -26.4333 2.4130 -0.06
H -17.2864 -25.9498 5.7829 0.22
H -25.8576 -23.5695 -0.0445 -0.13
H -25.1384 -25.4836 1.6783 0.37
H -19.4072 -26.9684 6.4486 0.12
H -18.4155 -22.2917 -1.7123 0.29
H -22.8503 -21.6782 -1.9418 -0.27
H -24.1546 -19.7245 -1.1540 0.54
C -17.6547 -31.8524 -3.7897 0.15
H -21.1886 -27.1658 -1.2540 0.45
H -29.5577 -21.8024 0.8666 0.44
C -22.7536 -21.3422 -0.9094 0.56
H -21.7690 -28.0664 1.3589 -0.67
C -24.6323 -19.2883 -4.0858 -0.93
H -21.9624 -23.2804 2.8156 0.23
O -20.6339 -21.1234 1.5496 -0.61
C -20.8968 -25.0718 -1.3000 1.85
O -18.3081 -20.9499 -0.1372 -0.59
H -21.1510 -33.7785 0.6791 0.39
H -19.3224 -33.3959 1.6754 0.30
O -22.5048 -22.2725 0.1661 0.19
H -17.7788 -24.1523 -0.0073 -0.30
N -27.7529 -22.1119 -0.8652 -0.71
O -19.8922 -26.2106 4.1213 -0.18
H -23.4427 -21.1343 -5.6380 0.30
H -18.5404 -32.2237 -1.8688 -0.08
H -20.6938 -22.4134 -3.7190 0.15
H -21.9974 -20.5572 -0.9039 0.37
C -19.9760 -25.3674 5.2857 -0.59
H -20.2026 -25.0733 -4.5784 -0.05
H -24.9417 -21.3229 -0.9915 0.25
H -21.2798 -22.5130 -5.3595 0.42
N -22.2441 -24.5542 -1.6616 -0.16
H -25.4329 -26.0134 -1.0488 0.02
H -19.3686 -28.7161 -2.3994 0.32
C -18.4802 -22.1779 -0.6302 0.80
H -24.2044 -18.7946 -7.2496 0.25
H -23.1967 -26.3212 -2.1856 0.10
H -23.1042 -18.1717 -5.0578 0.34
C -26.6787 -23.4590 0.6637 -0.28
H -17.1773 -29.7309 -6.4663 0.28
O -19.2905 -26.3563 -5.7671 -0.52
N -17.8142 -25.4656 6.4950 -0.70
N -14.3327 -27.1812 0.0826 -0.39
H -16.4855 -23.0376 -0.3612 0.52
C -21.2106 -31.7360 -0.2662 -0.61
H -19.7941 -21.1298 3.3156 0.58
H -13.6645 -27.2132 0.8394 0.25
H -24.5264 -28.7031 2.6760 0.39
C -20.5730 -26.4300 -1.7715 -2.14
H -19.4733 -28.1102 -4.5373 0.26
C -15.5745 -26.7950 0.1965 0.59
H -27.0744 -22.6806 -1.3513 0.21
H -28.4237 -21.2667 2.0951 0.33
H -25.2638 -19.5555 -6.4392 0.27
H -22.3906 -23.6929 -1.1549 -0.60
H -19.7988 -20.9881 1.0958 0.28
H -15.6971 -27.1047 -1.7587 0.20
H -17.1398 -26.4658 -0.9553 -0.03
H -29.0160 -22.9377 2.0079 0.34
H -24.2481 -20.5082 0.4276 0.42
H -23.9849 -27.4486 1.5701 -0.07
C -18.9701 -28.2167 -1.5163 -1.14
H -21.0103 -25.4024 5.6277 0.32
C -25.8627 -26.6848 -1.7922 -0.71
C -17.3352 -27.9626 -5.1515 0.41
H -22.4308 -21.5936 3.4868 0.29
C -23.6860 -19.0772 -5.2300 0.34
C -20.4547 -25.7200 -5.4188 -0.24
H -19.7727 -24.3416 4.9783 0.11
C -19.2341 -25.8929 6.4858 0.81
H -22.1839 -20.2642 -6.3893 0.34
C -24.8907 -26.9830 -2.8572 -0.45
O -21.8930 -20.7028 -4.4181 -0.33
O -26.1168 -23.5607 1.9068 -0.44
O -23.5657 -27.1984 -2.3116 -0.35
O -16.1790 -26.7002 1.2231 -0.61
H -22.4017 -22.6120 -4.0162 0.32
H -13.8898 -27.2457 -0.8228 0.11
H -21.3201 -32.6444 1.8404 0.37
C -21.6783 -22.3687 3.3412 -1.12
H -19.7834 -22.6378 2.5226 -0.11
N -16.1582 -26.7037 -0.9546 -0.13
```

Results
Orbital gap in eV: 9.1
LUMO level in eV: 0.32
Charge: 0
Relative energy (zero: lowest compared OMol25 entry of this formula, charge and spin) in kJ/mol: 517.3
Energy in a.u.: -2755.17628

***

[2]
Molecular formula: C35H104N12O17
Method: DFT, ωB97M-V with the def2-TZVPD basis set

```
168
Properties=species:S:1:pos:R:3:mulliken_charge:R:1
H -26.9329 6.9104 8.3813 0.38
H -23.2653 7.8502 1.1085 0.36
C -16.6929 9.0476 3.2251 0.71
O -16.1515 0.5718 10.0023 -0.74
H -21.7696 7.0072 0.6684 0.37
C -12.7155 6.5486 9.0734 0.40
H -19.2748 6.3703 9.8099 -0.23
H -18.0338 3.5944 12.1576 0.33
N -25.0001 9.1114 3.9423 -0.28
H -21.7565 8.4121 11.9016 0.21
N -25.4910 2.7047 5.7508 -0.40
H -25.4670 2.2619 4.8434 0.27
H -17.8832 7.3212 3.6109 0.38
N -15.0481 0.6662 8.0550 -0.33
O -21.7533 3.2708 3.7225 -0.55
H -24.4456 7.2222 4.7803 0.20
H -15.2362 9.4001 1.6478 0.39
N -23.0816 10.4695 7.2218 0.09
H -11.5325 8.0999 8.5077 0.40
C -20.6032 3.0699 4.5262 0.00
N -21.3510 8.7734 11.0501 -0.11
H -14.4299 5.8489 7.9882 -0.08
H -17.0562 12.7080 4.1994 -0.02
H -16.9922 13.7942 5.6060 0.18
O -11.7554 5.7061 8.4615 -0.56
C -16.5681 9.1892 8.0921 -1.03
H -18.7075 14.1544 3.1022 0.35
H -20.2890 5.4117 6.8530 -0.39
H -23.4275 1.2065 10.5905 0.43
H -21.8535 11.5117 12.0997 0.26
C -19.1005 3.6494 11.9403 -1.54
H -22.3930 9.9923 12.6648 0.12
H -13.1194 6.0275 9.9413 0.18
H -20.5424 13.1948 4.7887 0.42
O -20.4387 10.6612 10.2206 -0.73
N -24.9320 7.7453 5.4943 0.04
H -26.0446 2.3091 6.4972 0.14
C -22.7622 6.8832 1.1014 -1.67
H -17.0306 0.8668 6.2472 0.17
H -20.2940 -0.9779 6.4274 0.36
H -17.6294 12.4095 8.5360 0.43
H -25.0587 7.4816 6.4610 -0.20
H -23.2917 6.2126 0.4245 0.40
H -24.6044 5.1745 7.4638 -0.22
O -24.2640 6.9409 8.1595 0.50
H -19.8680 2.5264 3.9327 0.39
C -20.8286 7.2435 7.2045 -0.87
O -17.6285 -1.6963 6.1479 -0.58
N -21.8274 10.5065 12.0046 -0.46
H -26.9983 8.0530 9.7560 0.41
H -24.3693 2.2899 9.5936 0.35
H -16.5421 4.2707 6.6421 0.32
H -16.6578 5.7314 7.5707 0.23
H -14.5898 7.4644 8.5981 -0.03
H -15.7572 7.6974 1.7482 0.40
C -13.8764 6.7742 8.1479 -0.32
H -19.1188 8.2458 7.4432 -0.60
O -23.3389 12.6955 7.1095 -0.76
H -18.9993 6.2485 11.5649 0.55
H -18.4568 4.2474 7.9647 -0.02
H -17.2475 5.6899 5.8955 0.26
H -19.2931 10.4416 8.8905 0.06
H -19.2808 14.9122 5.7380 0.34
H -22.6171 2.8945 8.2501 -0.19
H -14.7386 -0.2946 8.0877 0.23
C -25.2140 8.9621 5.1747 0.90
N -16.1701 2.3876 8.8444 0.01
H -20.0972 -0.5117 8.1160 0.09
H -24.0643 5.4661 3.5950 0.25
O -18.9195 3.6729 9.5454 -0.11
H -14.9115 1.1814 7.1971 0.19
C -18.7776 5.8016 10.5957 -0.94
O -21.7094 8.0483 7.3148 -0.25
C -24.2371 8.3564 9.9117 -1.31
O -19.0130 15.2321 4.8733 -0.56
O -18.4532 4.6929 7.1143 0.28
C -22.6761 6.2777 2.5196 0.56
O -21.1208 2.1369 9.3955 -0.24
C -19.5107 12.8465 4.7405 -1.04
H -16.9742 10.0961 3.3234 -0.16
H -19.4421 11.9139 4.1806 0.48
H -23.3974 8.9602 9.5676 -0.01
C -11.9594 7.8263 9.4726 -1.35
H -15.3812 7.9875 4.1199 0.32
H -17.5743 -0.8790 7.9364 0.36
C -19.6747 -1.1166 7.3137 -1.30
C -17.2178 13.7303 4.5415 -0.71
H -17.0493 11.6440 7.1155 0.17
O -24.1056 4.3731 5.0810 -0.73
H -18.6251 0.7539 5.4567 0.54
C -22.6613 11.7425 7.3030 0.43
H -18.6691 8.4865 2.6281 0.45
H -22.5212 -0.1686 8.5881 0.45
H -21.6716 6.5005 4.3673 -0.51
H -19.5702 2.9838 9.3925 0.02
H -10.9340 5.7475 8.9567 0.33
H -19.6374 3.9783 12.8300 0.42
H -20.8216 10.9107 7.5159 -0.15
C -19.4327 4.4006 10.6145 0.74
N -24.9770 4.2959 7.1331 0.27
H -19.5012 2.6440 11.8104 0.37
H -20.9777 12.7163 7.4686 0.16
H -15.7277 2.9406 8.1243 -0.02
H -26.1615 6.4729 9.8963 0.35
H -20.9876 2.4868 5.3631 -0.11
O -23.9343 6.3137 3.1634 -0.60
O -15.7816 8.8520 4.2380 -0.45
C -16.0770 8.7350 1.8445 -1.47
H -19.2533 12.5473 5.7566 -0.02
N -21.1021 5.9910 7.0064 1.45
H -20.1452 4.0138 4.8218 0.05
H -12.6502 8.5393 9.9226 0.31
H -22.5179 9.6450 7.3724 0.26
H -11.0924 7.6666 10.1137 0.37
H -23.5202 7.4682 7.8591 -0.31
C -18.1773 -0.7691 7.0350 0.54
C -18.6411 14.0463 4.1847 0.23
C -25.0779 7.8889 8.7574 1.37
H -13.5339 7.1165 7.1714 0.44
H -15.5350 9.4296 8.3431 0.61
C -24.7839 3.7921 5.9580 0.46
H -24.7234 8.3025 3.4044 0.15
H -21.8069 0.7254 7.2245 -0.05
H -21.9283 8.0573 3.4691 0.43
H -25.2211 10.0209 3.5628 0.24
H -19.7719 -2.1663 7.5907 0.35
C -22.3730 1.9945 8.8144 1.03
H -20.9189 8.2765 10.2843 -0.15
H -22.4218 5.2192 2.4660 0.28
H -16.5451 9.1562 7.0028 0.12
C -21.6936 6.9954 3.3963 -0.39
O -18.7016 9.9905 8.2838 -0.10
H -18.4819 1.3173 7.1013 -0.08
H -15.9034 12.0411 8.4392 0.47
C -17.3826 10.2677 8.6830 0.41
C -22.5713 0.7486 8.0013 -1.25
C -18.0781 0.5999 6.3868 -0.85
N -21.3398 11.7740 7.4358 0.09
O -25.5868 9.8352 5.9304 -0.82
C -15.7702 1.1602 9.0008 0.70
H -17.3589 10.2081 9.7711 0.44
N -19.5541 7.3715 7.1861 1.74
C -18.0186 8.3969 3.4982 -1.16
H -16.5149 14.3242 3.9574 0.38
H -18.5273 8.7192 4.4067 0.23
H -21.0297 1.4435 10.0532 0.13
H -25.5298 3.7309 7.7617 0.20
C -26.3910 7.3108 9.2380 -1.87
H -24.0078 10.2727 6.8705 -0.07
H -16.8741 8.9053 1.1208 0.36
H -16.6535 8.1782 8.4905 -0.01
H -22.0597 5.6720 7.0419 -0.68
H -20.6917 6.9471 2.9699 0.43
H -17.7205 5.6243 10.3981 0.25
H -23.5896 0.7821 7.6141 0.42
H -24.7881 8.8953 10.6826 0.54
H -16.8705 2.7712 9.4628 -0.11
C -17.1848 5.1309 6.8292 -1.23
H -18.9943 6.5409 7.0563 -0.41
H -25.1083 8.7518 8.0922 -0.06
C -23.3628 2.0967 9.9647 -1.64
H -23.8624 7.5455 10.5363 0.25
C -16.9004 11.6745 8.1948 -1.52
H -20.4782 4.7004 10.5428 0.14
C -21.1579 10.0700 10.9989 0.66
H -23.1609 3.0003 10.5398 0.36
H -22.4105 3.6390 4.3177 0.24
H -17.0479 -2.2441 6.6813 0.39
```

Results
Orbital gap in eV: 8.2
LUMO level in eV: -0.10
Charge: 0
Energy in a.u.: -3332.16455

***

The highest energy belongs to which entry?
C35H101N7O13

***

What is the formula in the first record?
C35H101N7O13

***

The highest orbital gap belongs to which entry?
C35H101N7O13